No. 1
{"formula": "C23H76N8O15", "method": "ωB97M-V/def2-TZVPD", "relative_energy_kj_mol": 0.00, "charge": 0, "largest_force_ev_per_a": 10.18, "orbital_gap_ev": 7.897, "e_tot_ha": -2488.375569, "multiplicity": 1, "species": ["O", "O", "O", "O", "O", "O", "O", "O", "O", "O", "O", "O", "O", "O", "O", "N", "N", "N", "N", "N", "N", "N", "N", "C", "C", "C", "C", "C", "C", "C", "C", "C", "C", "C", "C", "C", "C", "C", "C", "C", "C", "C", "C", "C", "C", "C", "H", "H", "H", "H", "H", "H", "H", "H", "H", "H", "H", "H", "H", "H", "H", "H", "H", "H", "H", "H", "H", "H", "H", "H", "H", "H", "H", "H", "H", "H", "H", "H", "H", "H", "H", "H", "H", "H", "H", "H", "H", "H", "H", "H", "H", "H", "H", "H", "H", "H", "H", "H", "H", "H", "H", "H", "H", "H", "H", "H", "H", "H", "H", "H", "H", "H", "H", "H", "H", "H", "H", "H", "H", "H", "H", "H"], "coordinates": [[5.148, 3.318, 2.818], [2.872, -0.879, 4.415], [-3.344, 1.704, 2.471], [-0.443, 0.581, -4.829], [1.489, -3.213, -0.241], [1.245, -0.275, 0.772], [0.287, -1.764, -4.121], [0.672, 4.666, -1.590], [1.525, -3.477, 2.488], [2.037, -0.394, -2.463], [-0.186, -0.882, 5.535], [-3.124, 0.585, -1.293], [0.475, 3.707, 3.267], [-2.625, -1.903, 1.328], [-4.746, -1.474, -1.821], [3.307, -2.255, -1.838], [-0.364, 0.241, -0.878], [-1.040, 0.288, 1.236], [4.281, -0.687, -2.936], [3.263, -1.613, 2.203], [0.585, 0.404, 3.701], [4.590, -2.348, 3.852], [-1.534, 0.412, 4.054], [-0.388, 0.016, 4.437], [4.723, 2.694, 1.671], [-2.942, 2.995, 2.706], [3.639, -1.564, 3.469], [-4.195, -2.064, -2.989], [0.145, -4.384, 4.185], [4.100, 1.329, 1.994], [1.174, 3.138, 1.017], [0.545, -3.195, 3.367], [-2.801, -2.488, -2.718], [0.461, -3.017, -4.856], [0.331, -2.985, -0.910], [-1.489, 0.996, -4.006], [0.151, -4.265, -1.670], [1.402, 4.008, 2.173], [1.069, 3.589, -3.523], [-3.534, 2.924, -0.829], [0.269, 3.505, -2.258], [-4.055, 1.483, -0.679], [3.180, -1.093, -2.418], [-2.016, 2.365, -4.540], [-3.948, -1.635, 1.590], [-0.036, 0.071, 0.382], [3.984, 3.306, 1.176], [-1.753, 1.103, 3.316], [-1.189, 3.104, -4.646], [-4.309, -1.157, 0.713], [1.261, -3.480, 0.661], [-2.495, 2.903, -0.445], [0.787, 5.416, -2.132], [-5.005, 1.409, -1.179], [0.447, -2.070, -1.534], [5.098, -2.899, 3.164], [-4.529, -2.584, 1.633], [-5.698, -1.730, -1.814], [-4.224, 1.158, 0.337], [-2.254, 0.261, -3.903], [-1.838, 0.827, 0.957], [-2.071, -1.108, 1.267], [0.922, -2.393, 3.920], [0.452, 2.675, -1.575], [0.792, -3.860, -4.264], [2.372, 3.873, 2.610], [-0.977, 1.234, -3.041], [2.312, -2.936, 2.546], [0.998, -4.927, 4.566], [-3.836, 3.461, 3.079], [4.178, -2.759, -1.637], [0.188, 3.095, 0.612], [2.473, -2.665, -1.302], [3.611, 0.825, 1.183], [-2.476, 2.201, -5.490], [-0.368, -5.145, 3.664], [-0.238, -2.848, 2.731], [-0.242, -0.267, -4.474], [1.086, 2.606, -3.991], [0.341, 0.148, -1.606], [1.813, 3.427, 0.226], [-0.630, -4.316, -2.380], [4.215, 0.194, -3.429], [-0.761, 0.042, 2.206], [5.108, -1.244, -3.107], [-2.084, -1.775, -2.343], [1.217, -2.874, -5.651], [-0.068, -5.132, -1.078], [-2.322, 3.091, 3.562], [5.503, 2.507, 0.964], [4.796, 0.628, 2.309], [4.830, -2.308, 4.844], [-2.521, 3.607, 1.841], [0.495, 1.205, 3.106], [-0.479, -2.846, -0.264], [-2.349, 0.300, 4.703], [-0.803, 3.490, -2.428], [1.096, -1.631, -3.609], [1.454, 2.140, 1.299], [-2.660, 2.747, -3.746], [-4.320, -1.287, -3.776], [3.942, -1.752, 1.467], [6.052, 3.230, 3.029], [-1.263, 0.526, -1.182], [-4.170, 3.613, -0.301], [-2.804, -3.262, -2.022], [3.381, 1.452, 2.774], [-3.559, 3.253, -1.872], [0.017, 4.512, 3.362], [2.102, 3.798, -3.282], [-0.371, -4.126, 5.120], [-4.240, -1.133, 2.468], [1.477, -0.044, 3.842], [1.409, 5.052, 1.829], [-4.771, -2.967, -3.199], [1.068, -4.461, -2.235], [-0.534, -3.262, -5.271], [2.396, -1.128, 1.837], [-2.401, -2.930, -3.635], [-4.196, 1.571, 2.931], [0.623, 4.325, -4.270], [-3.693, -0.182, -1.476]], "mulliken_charge": [-0.534, -0.800, -0.323, -0.633, -0.530, -0.447, -0.299, -0.532, -0.765, -0.623, -0.788, -0.222, -0.515, -0.555, -0.491, -0.206, 1.647, 2.558, -0.380, 0.065, 0.214, -0.268, 0.027, -0.051, -0.783, -0.797, 0.442, -0.730, -1.824, -0.367, 0.795, 1.285, -0.676, -0.734, 1.902, 1.561, -2.039, -0.958, -1.906, -0.705, 2.094, -0.436, 0.187, -1.283, -0.786, -0.195, 0.129, 0.035, 0.151, 0.078, 0.381, -0.309, 0.323, 0.597, -0.921, 0.203, 0.294, 0.284, 0.231, -0.036, -0.815, 0.146, -0.067, -0.805, 0.157, 0.076, -0.869, 0.409, 0.397, 0.473, 0.208, -0.392, 0.184, -0.078, 0.473, 0.381, -0.202, 0.603, 0.345, 0.338, 0.562, 0.349, 0.295, -0.732, 0.186, 0.100, 0.328, 0.387, 0.339, 0.531, 0.621, 0.329, 0.128, -0.066, 0.271, 0.353, -0.404, 0.066, -0.517, 0.161, 0.241, 0.349, 0.322, -1.271, 0.503, 0.606, 0.161, 0.279, 0.344, 0.530, 0.354, 0.292, -0.181, 0.507, 0.501, 0.348, 0.292, -0.103, 0.084, 0.266, 0.421, -0.128]}

No. 2
{"formula": "C23H34Cl2MnN3O3", "method": "ωB97M-V/def2-TZVPD", "relative_energy_kj_mol": 58.99, "charge": -1, "s2": 8.78, "largest_force_ev_per_a": 5.21, "orbital_gap_ev": [6.487, 6.689], "e_tot_ha": -3358.268640, "multiplicity": 6, "species": ["Mn", "Cl", "Cl", "O", "O", "O", "N", "N", "N", "C", "C", "C", "C", "C", "C", "C", "C", "C", "C", "C", "C", "C", "C", "C", "C", "C", "C", "C", "C", "C", "C", "C", "H", "H", "H", "H", "H", "H", "H", "H", "H", "H", "H", "H", "H", "H", "H", "H", "H", "H", "H", "H", "H", "H", "H", "H", "H", "H", "H", "H", "H", "H", "H", "H", "H", "H"], "coordinates": [[0.074, 1.127, 0.807], [-1.167, 2.249, 2.391], [1.731, 0.144, 1.957], [1.124, 0.420, -1.563], [-1.627, 0.974, -0.440], [-1.539, -1.030, 2.097], [-2.119, -1.226, 4.316], [-0.044, -2.109, -0.461], [-3.035, 0.786, -2.208], [5.332, 2.453, -1.869], [-0.362, -3.109, 0.332], [5.974, 1.360, -1.243], [0.854, 2.608, -0.156], [-3.258, 0.494, -3.614], [3.127, 1.535, -1.357], [0.245, -2.302, -1.734], [-0.195, -4.659, -1.522], [-3.453, -1.744, 4.071], [-1.855, 0.567, -1.611], [-0.458, -4.430, -0.160], [-1.278, -0.924, 3.299], [0.171, -3.579, -2.322], [1.601, 1.625, -1.409], [3.926, 2.522, -1.921], [-4.129, 1.407, -1.482], [-0.297, -6.034, -2.121], [1.721, 2.944, 0.889], [5.166, 0.357, -0.669], [-0.217, 3.539, -0.621], [-1.727, -1.099, 5.711], [1.543, 4.067, 1.849], [3.765, 0.450, -0.752], [-4.140, -0.146, -3.727], [-0.417, 3.384, -1.664], [1.620, 3.734, 2.884], [3.438, 3.377, -2.388], [-0.696, -0.738, 5.755], [-3.628, -1.760, 2.997], [-4.969, 0.709, -1.440], [3.176, -0.337, -0.280], [-1.160, 3.546, -0.072], [-1.052, -6.056, -2.910], [0.655, -6.331, -2.569], [-0.284, -0.550, 3.625], [5.646, -0.508, -0.175], [-3.435, 1.420, -4.175], [-0.568, -6.758, -1.358], [-0.558, -2.872, 1.369], [-2.373, -0.017, -4.027], [-1.089, 0.027, -2.204], [-3.542, -2.757, 4.482], [2.692, 2.450, 0.948], [0.214, 4.531, -0.545], [-2.383, -0.389, 6.238], [0.399, -3.675, -3.385], [-4.463, 2.292, -2.032], [2.325, 4.820, 1.740], [-4.193, -1.106, 4.566], [5.947, 3.243, -2.333], [7.075, 1.299, -1.211], [-3.803, 1.674, -0.481], [0.587, 4.588, 1.745], [1.360, 2.253, -2.307], [-1.796, -2.068, 6.226], [-0.737, -5.229, 0.522], [0.562, -1.433, -2.298]], "mulliken_spin": [4.571, 0.087, 0.110, 0.050, -0.005, 0.021, 0.001, 0.005, 0.002, 0.001, 0.003, 0.001, 0.001, -0.001, -0.006, 0.005, 0.000, 0.001, 0.003, 0.001, 0.000, 0.000, -0.025, -0.006, 0.003, 0.000, 0.114, -0.003, 0.042, 0.000, -0.029, -0.004, 0.000, 0.000, 0.012, -0.001, 0.000, 0.000, 0.001, 0.009, -0.001, 0.000, 0.000, -0.002, 0.000, 0.000, 0.000, 0.001, 0.000, 0.009, 0.000, 0.015, -0.003, 0.000, 0.000, 0.000, 0.013, 0.000, 0.000, 0.000, 0.000, 0.001, 0.006, 0.000, 0.000, 0.001]}

No. 3
{"formula": "C18H44O21P4S", "method": "ωB97M-V/def2-TZVPD", "charge": 0, "largest_force_ev_per_a": 9.06, "orbital_gap_ev": 6.029, "e_tot_ha": -4055.509272, "multiplicity": 1, "species": ["S", "P", "P", "P", "P", "O", "O", "O", "O", "O", "O", "O", "O", "O", "O", "O", "O", "O", "O", "O", "O", "O", "O", "O", "O", "O", "C", "C", "C", "C", "C", "C", "C", "C", "C", "C", "C", "C", "C", "C", "C", "C", "C", "C", "H", "H", "H", "H", "H", "H", "H", "H", "H", "H", "H", "H", "H", "H", "H", "H", "H", "H", "H", "H", "H", "H", "H", "H", "H", "H", "H", "H", "H", "H", "H", "H", "H", "H", "H", "H", "H", "H", "H", "H", "H", "H", "H", "H"], "coordinates": [[-0.698, -5.641, 1.668], [1.068, 2.207, -2.243], [3.071, 7.295, 2.250], [-5.042, 0.094, 3.570], [0.058, -6.370, -4.997], [-0.873, -5.830, -3.701], [1.726, 7.977, 1.622], [-1.979, -5.665, 1.038], [-5.717, -1.289, 2.873], [2.564, 5.801, 1.668], [1.335, -6.947, -5.926], [-0.276, -4.164, 2.261], [4.255, 7.449, 1.336], [-3.913, 0.168, 2.565], [0.522, 0.698, -1.729], [3.369, 8.609, 3.256], [2.120, -2.149, 3.929], [1.386, 2.749, -0.878], [0.476, -5.818, 0.526], [-6.344, 0.941, 3.061], [1.337, 3.611, -3.125], [0.359, -4.816, -5.403], [-1.074, -6.949, -5.797], [2.359, 1.468, -2.921], [-4.513, 1.411, 4.489], [-0.690, -6.697, 2.616], [-0.572, -1.603, 1.677], [0.802, -3.684, 1.414], [0.507, -2.193, 1.039], [3.420, 4.690, 1.971], [1.911, -3.260, 3.608], [2.427, 4.434, -2.717], [-0.727, 0.693, -1.022], [-3.950, 2.511, 3.786], [1.154, -6.956, -7.337], [-7.110, 1.712, 3.993], [3.876, 9.788, 2.644], [0.599, -4.453, 0.084], [-1.437, -6.855, -2.869], [2.148, -3.784, 2.152], [0.815, 8.686, 2.468], [-4.964, -2.500, 3.029], [2.624, 1.621, -4.320], [1.706, -4.338, -5.477], [2.130, 5.061, -1.878], [-5.552, -3.317, 2.613], [-6.866, 2.767, 3.866], [1.748, -3.346, -5.026], [2.144, -7.008, -7.792], [0.586, -7.835, -7.635], [-0.635, 1.215, -0.070], [3.569, 4.609, 3.048], [1.757, 1.984, -4.869], [-1.001, -0.342, -0.829], [1.997, -4.257, -6.524], [-8.168, 1.571, 3.772], [2.683, 5.076, -3.561], [3.451, 2.320, -4.450], [1.305, -4.248, -0.737], [-2.907, 2.309, 3.547], [2.407, -4.991, -4.960], [2.892, -3.095, 1.716], [-0.648, -7.502, -2.485], [2.919, 0.653, -4.725], [1.553, -4.000, 4.362], [-1.508, 1.154, -1.625], [3.385, 9.988, 1.692], [2.522, -4.817, 2.264], [-2.168, -7.444, -3.420], [4.952, 9.701, 2.499], [0.953, 9.757, 2.318], [-1.572, -1.959, 1.385], [-0.202, 8.422, 2.179], [3.299, 3.837, -2.448], [-0.410, -0.864, 2.473], [-4.018, -2.438, 2.492], [1.161, -1.663, 0.332], [4.381, 4.796, 1.469], [-6.923, 1.422, 5.025], [3.681, 10.618, 3.326], [0.957, 8.449, 3.520], [2.934, 3.782, 1.615], [-0.337, -3.998, -0.309], [-1.934, -6.375, -2.027], [0.652, -6.051, -7.682], [-3.995, 3.378, 4.448], [-4.782, -2.703, 4.084], [-4.507, 2.732, 2.875]], "mulliken_charge": [1.131, 0.994, 1.093, 1.107, 1.127, -0.182, -0.318, -0.588, -0.272, -0.157, -0.427, -0.287, -0.681, -0.568, -0.124, -0.429, -0.420, -0.622, -0.397, -0.362, -0.452, -0.351, -0.682, -0.324, -0.452, -0.619, -0.802, 1.646, -1.089, -0.666, -0.046, -0.623, -0.727, -0.614, -0.646, -0.669, -0.635, -1.029, -0.713, -0.708, -0.700, -0.453, -0.709, -0.655, 0.237, 0.277, 0.231, 0.227, 0.249, 0.248, 0.300, 0.339, 0.354, 0.177, 0.255, 0.275, 0.264, 0.249, 0.468, 0.212, 0.346, 0.379, 0.341, 0.265, 0.358, 0.421, 0.333, 0.369, 0.337, 0.240, 0.242, 0.336, 0.269, 0.319, 0.244, 0.087, 0.500, 0.314, 0.337, 0.246, 0.347, 0.173, 0.519, 0.195, 0.332, 0.247, 0.306, 0.333]}

No. 4
{"formula": "C19H36I2NO2", "method": "ωB97M-V/def2-TZVPD", "charge": 0, "s2": 0.75, "largest_force_ev_per_a": 0.90, "orbital_gap_ev": [8.048, 9.406], "e_tot_ha": -1546.097169, "multiplicity": 2, "species": ["I", "I", "O", "O", "N", "C", "C", "C", "C", "C", "C", "C", "C", "C", "C", "C", "C", "C", "C", "C", "C", "C", "C", "C", "H", "H", "H", "H", "H", "H", "H", "H", "H", "H", "H", "H", "H", "H", "H", "H", "H", "H", "H", "H", "H", "H", "H", "H", "H", "H", "H", "H", "H", "H", "H", "H", "H", "H", "H", "H"], "coordinates": [[-0.002, 2.672, -3.363], [-1.424, 3.552, 0.972], [0.760, 0.572, 0.293], [-0.149, -0.357, -4.822], [0.103, -0.789, -3.654], [-1.638, 2.250, -0.764], [0.561, -0.670, 3.685], [-1.417, -2.495, -2.765], [-0.663, -0.635, -1.281], [-2.697, 2.897, -1.637], [1.948, -2.109, -2.762], [0.490, 0.519, 2.718], [1.581, 0.212, -1.856], [0.857, -1.371, 6.088], [-1.087, 0.065, 5.470], [-0.059, 0.083, 1.344], [-0.229, 1.964, -1.337], [-2.253, -0.214, -3.228], [0.367, -0.274, 5.149], [1.474, -0.679, -3.114], [1.843, 1.214, 2.619], [-1.031, -0.994, -2.738], [0.302, 0.520, -1.071], [2.402, -0.150, -4.198], [3.387, -0.025, -3.750], [-1.079, 0.454, 1.256], [-1.659, -0.853, 5.604], [3.017, -2.088, -2.575], [-1.553, 0.677, 4.701], [-3.621, 2.963, -1.063], [1.712, -2.779, -3.584], [2.236, 1.417, 3.615], [-0.171, -1.439, 3.425], [-0.723, -3.107, -2.197], [0.659, -1.095, 7.124], [-1.985, 0.744, -3.659], [-1.375, -2.828, -3.802], [0.984, 0.611, 5.329], [-2.067, 1.352, -0.339], [1.920, -1.562, 5.971], [-2.902, 2.295, -2.519], [1.458, -2.474, -1.860], [-0.207, 1.243, 3.139], [-0.179, -1.503, -0.833], [-2.428, 3.909, -1.923], [-2.435, -2.638, -2.414], [1.744, 2.170, 2.110], [2.570, 0.604, 2.089], [-2.965, -0.106, -2.413], [-2.748, -0.777, -4.017], [-0.073, -1.009, 1.314], [2.204, -0.327, -1.145], [0.481, 2.587, -0.810], [2.118, 1.132, -2.081], [2.465, -0.837, -5.036], [-1.606, -0.517, -0.755], [1.549, -1.130, 3.592], [-1.143, 0.617, 6.407], [0.296, -2.289, 5.904], [2.080, 0.825, -4.553]], "mulliken_spin": [-0.001, 0.000, -0.008, 0.526, 0.409, 0.000, 0.000, 0.052, 0.038, 0.000, 0.042, 0.000, 0.027, 0.000, 0.000, -0.001, 0.002, 0.012, 0.000, -0.051, 0.000, -0.049, 0.000, 0.009, -0.001, -0.001, 0.000, 0.000, 0.000, 0.000, -0.007, 0.000, 0.000, 0.003, 0.000, 0.002, -0.006, 0.000, 0.000, 0.000, -0.001, -0.001, 0.000, 0.000, 0.000, 0.000, 0.000, 0.000, 0.000, -0.001, 0.001, -0.005, 0.000, 0.007, 0.000, -0.002, 0.000, 0.000, 0.000, 0.004]}